19
Properties=species:S:1:pos:R:3:lowdin_charge:R:1 method="wB97M-V/def2-TZVPD" multiplicity=1 energy_ev=-30079.0653 homo_ev=-8.01 smiles=CCSS.O.O.O relative_energy_kcal_mol=73.0 lumo_energy_ha=-0.020 homo_lumo_gap_ev=7.5
C -1.53 -2.94 0.67 -0.13
C -2.78 -2.20 0.08 -0.54
S -2.90 -0.31 0.36 0.39
S -1.00 0.51 0.19 0.23
H -0.74 -2.30 0.44 0.01
H -1.58 -3.03 1.75 0.08
H -1.65 -3.81 0.10 0.05
H -2.87 -2.27 -1.04 0.07
H -3.72 -2.62 0.49 0.06
H 0.36 0.34 0.27 -0.22
O 2.48 3.47 0.90 -0.06
H 2.77 2.66 0.41 0.03
H 2.54 3.10 1.77 0.02
O 2.54 0.05 -0.32 -0.09
H 3.43 0.46 -0.42 0.03
H 2.34 0.31 0.59 0.02
O 4.74 0.70 -2.11 -0.05
H 3.97 0.33 -2.66 0.10
H 5.41 0.58 -2.72 -0.01

19
Properties=species:S:1:pos:R:3:lowdin_charge:R:1 method="wB97M-V/def2-TZVPD" multiplicity=1 energy_ev=-30081.6515 homo_ev=-8.52 smiles=CCSS.O.O.O relative_energy_kcal_mol=13.3 lumo_energy_ha=0.011 homo_lumo_gap_ev=8.8
C -0.34 0.19 1.94 -0.20
C -0.51 -1.31 2.05 -0.64
S 0.80 -2.30 1.29 0.47
S 1.03 -1.22 -0.49 0.40
H -0.51 0.56 0.92 0.04
H 0.65 0.50 2.26 0.08
H -1.08 0.67 2.58 0.08
H -1.49 -1.60 1.69 0.06
H -0.49 -1.59 3.10 0.07
H 2.30 -1.57 -0.70 -0.17
O 0.28 1.49 -2.27 -0.08
H -0.27 1.69 -3.04 0.05
H -0.02 0.59 -2.07 -0.05
O 1.78 2.54 0.04 -0.08
H 1.00 2.30 -0.48 -0.01
H 2.48 2.15 -0.51 0.03
O -1.76 -0.72 -2.30 -0.08
H -1.20 -1.46 -2.03 -0.01
H -2.65 -0.92 -1.97 0.05

19
Properties=species:S:1:pos:R:3:lowdin_charge:R:1 method="wB97M-V/def2-TZVPD" multiplicity=1 energy_ev=-30081.0915 homo_ev=-9.50 smiles=CSSC.O.O.O relative_energy_kcal_mol=26.2 lumo_energy_ha=0.008 homo_lumo_gap_ev=9.7
C 0.94 1.48 -1.45 -0.50
S -0.48 0.38 -1.34 0.46
S 0.61 -1.24 -0.54 0.48
C 1.03 -2.05 -2.07 -0.51
H 1.16 1.89 -0.45 0.02
H 1.84 0.92 -1.70 0.01
H 0.80 2.31 -2.15 0.04
H 2.08 -2.35 -2.03 0.03
H 0.53 -3.01 -2.39 0.06
H 0.90 -1.44 -2.92 0.00
O 1.41 0.44 5.36 -0.11
H 1.19 0.64 4.40 0.02
H 0.61 0.32 5.92 0.05
O 0.92 1.07 2.41 -0.01
H 1.87 1.07 2.45 0.05
H 0.70 0.61 1.65 -0.04
O -4.46 0.36 -1.27 -0.08
H -3.56 0.37 -1.73 0.04
H -5.04 0.91 -1.79 0.01

18
Properties=species:S:1:pos:R:3:lowdin_charge:R:1 method="wB97M-V/def2-TZVPD" multiplicity=1 energy_ev=-10458.2761 homo_ev=-10.37 smiles=CCO.O.O.O relative_energy_kcal_mol=16.6 lumo_energy_ha=0.022 homo_lumo_gap_ev=11.0
C 1.16 1.74 -1.16 -0.09
C 0.09 2.75 -0.75 -0.31
O -0.63 2.40 0.43 -0.09
H 0.66 0.84 -1.50 0.05
H 1.65 2.17 -2.04 0.08
H 1.88 1.51 -0.39 0.07
H -0.61 2.82 -1.58 0.11
H 0.56 3.72 -0.58 0.11
H -1.54 2.28 0.16 0.08
O -1.73 -0.15 -1.44 -0.06
H -1.97 -0.65 -0.65 0.03
H -1.83 -0.78 -2.16 0.04
O -0.38 -0.52 1.41 -0.06
H -0.96 0.24 1.50 0.02
H 0.47 -0.09 1.28 0.03
O 1.54 -5.29 1.22 -0.06
H 1.36 -4.38 1.49 0.03
H 2.24 -5.61 1.80 0.03

19
Properties=species:S:1:pos:R:3:lowdin_charge:R:1 method="wB97M-V/def2-TZVPD" multiplicity=1 energy_ev=-12505.2840 homo_ev=-9.96 smiles="CC=O.O.O.O.O" relative_energy_kcal_mol=20.7 lumo_energy_ha=0.017 homo_lumo_gap_ev=10.4
C -0.36 -0.37 1.17 -0.04
C -0.21 -1.87 1.15 -0.28
O -0.52 -2.65 0.26 0.00
H 0.48 0.12 0.67 0.06
H -1.27 -0.02 0.70 0.06
H -0.46 -0.04 2.22 0.08
H 0.31 -2.43 1.93 0.11
O 3.24 0.72 1.85 -0.05
H 3.98 1.31 1.76 0.03
H 2.86 0.33 1.06 0.01
O -0.27 2.98 -2.92 -0.05
H 0.63 3.28 -2.79 0.03
H -0.57 2.44 -2.19 0.02
O -3.76 -0.08 0.07 -0.05
H -4.28 -0.60 -0.55 0.05
H -4.25 0.71 0.26 0.03
O 1.74 -1.09 -1.33 -0.05
H 1.04 -1.69 -1.04 0.00
H 1.69 -1.06 -2.28 0.04

19
Properties=species:S:1:pos:R:3:lowdin_spin:R:1 method="wB97M-V/def2-TZVPD" multiplicity=2 energy_ev=-12495.6675 homo_ev="-14.10 / -14.09" charge=+1 relative_energy_kcal_mol=42.5 lumo_energy_ha="-0.191 / -0.329" homo_lumo_gap_ev="8.9 / 5.1"
C 2.34 0.11 -0.29 0.48
C 1.73 -0.48 0.81 0.20
O 1.19 0.26 1.70 0.21
H 2.83 -0.53 -1.01 0.02
H 2.48 1.18 -0.41 0.02
H 1.76 -1.55 0.97 0.00
H 0.48 -0.11 2.25 0.00
H -1.99 -2.03 1.24 0.00
H -1.09 -0.93 0.42 0.00
O -1.74 -1.64 0.40 0.00
H 0.59 -1.44 -2.05 0.00
H 0.50 0.08 -1.69 0.00
O -0.01 -0.68 -2.00 0.06
H -2.59 0.83 -0.42 0.00
H -2.38 -0.18 -1.50 0.00
O -2.55 0.77 -1.39 0.00
H 0.05 2.40 1.44 0.00
H -0.90 2.10 0.31 0.00
O -0.71 1.85 1.23 0.01

21
Properties=species:S:1:pos:R:3:lowdin_spin:R:1 method="wB97M-V/def2-TZVPD" multiplicity=3 energy_ev=-18029.7757 homo_ev="-7.00 / -6.80" relative_energy_kcal_mol=0.0 lumo_energy_ha="-0.011 / -0.011" homo_lumo_gap_ev="6.7 / 6.5"
Pd -0.40 0.16 0.11 1.37
O 0.80 -1.66 -0.21 0.18
C 1.98 -1.11 -0.70 0.01
C 2.50 0.17 -0.01 0.01
O 1.56 1.20 0.20 0.25
H 1.94 -0.97 -1.79 0.00
H 2.81 -1.83 -0.54 0.01
H 3.39 0.58 -0.50 0.01
H 2.80 -0.13 1.00 0.00
O -2.58 -0.67 -0.06 0.02
H -3.47 -0.39 -0.32 0.00
H -2.72 -1.42 0.54 0.00
O -0.57 0.54 -2.09 0.05
H -0.54 -0.19 -2.72 0.00
H 0.04 1.20 -2.44 0.00
O -0.67 -0.48 2.30 0.04
H -0.57 -0.06 3.16 0.00
H -0.46 -1.41 2.44 0.00
O -1.61 1.96 0.54 0.03
H -2.38 1.77 1.09 0.00
H -1.86 2.72 0.01 0.00

19
Properties=species:S:1:pos:R:3:lowdin_spin:R:1 method="wB97M-V/def2-TZVPD" multiplicity=2 energy_ev=-9340.7690 homo_ev="-18.67 / -18.67" charge=+2 relative_energy_kcal_mol=16.0 lumo_energy_ha="-0.282 / -0.485" homo_lumo_gap_ev="11.0 / 5.5"
C -1.04 1.23 -0.93 0.12
N -0.48 0.49 -2.00 0.73
C -0.17 1.37 0.38 0.04
N 0.77 0.20 0.59 0.01
H -1.98 0.82 -0.60 0.00
H -1.16 2.25 -1.34 0.06
H -1.12 -0.03 -2.61 0.01
H 0.32 0.90 -2.52 0.01
H -0.76 1.41 1.28 0.00
H 0.47 2.24 0.24 0.00
H 1.18 0.10 1.52 0.00
H 0.26 -0.67 0.45 0.00
H 1.53 0.22 -0.10 0.00
H -2.29 -0.99 2.68 0.00
H -1.98 -2.12 1.78 0.00
O -1.53 -1.40 2.24 0.00
H 3.36 -1.89 0.00 0.00
H 2.19 -2.44 -0.81 0.00
O 2.44 -1.70 -0.24 0.00

20
Properties=species:S:1:pos:R:3:lowdin_charge:R:1 method="wB97M-V/def2-TZVPD" multiplicity=1 energy_ev=-20751.2710 homo_ev=-8.65 smiles=NCCS.O.O.O relative_energy_kcal_mol=36.3 lumo_energy_ha=-0.001 homo_lumo_gap_ev=8.6
N 1.01 0.29 -3.55 0.00
C 1.18 0.30 -2.07 -0.38
C -0.03 -0.10 -1.36 -0.54
S -1.17 1.31 -1.04 0.73
H 0.29 -0.41 -3.78 0.07
H 0.79 1.22 -3.75 0.03
H 1.56 1.27 -1.86 0.09
H 2.01 -0.30 -1.81 0.09
H -0.41 -0.93 -1.75 0.03
H 0.39 -0.48 -0.35 0.07
H -1.87 0.78 -0.11 -0.22
O 0.29 -1.17 1.54 -0.05
H 0.53 -1.17 2.44 0.01
H 1.00 -1.82 1.31 0.08
O -2.68 -1.01 1.51 -0.09
H -2.29 -1.57 2.22 0.04
H -3.63 -1.02 1.80 0.06
O 1.08 1.98 3.62 -0.06
H 0.91 1.25 4.24 0.04
H 1.06 1.58 2.73 0.02

20
Properties=species:S:1:pos:R:3:lowdin_charge:R:1 method="wB97M-V/def2-TZVPD" multiplicity=1 energy_ev=-20752.0403 homo_ev=-9.23 smiles=NCCS.O.O.O relative_energy_kcal_mol=18.6 lumo_energy_ha=0.013 homo_lumo_gap_ev=9.6
N -0.60 -0.82 0.15 -0.01
C -0.40 -0.10 -1.10 -0.34
C 0.03 -1.01 -2.25 -0.57
S 1.51 -0.54 -3.20 0.69
H -1.22 -0.27 0.74 0.05
H -0.72 -1.81 0.22 0.06
H 0.43 0.61 -0.96 0.07
H -1.28 0.48 -1.36 0.11
H 0.13 -2.04 -1.94 0.05
H -0.78 -1.06 -2.97 0.05
H 1.60 0.70 -2.69 -0.16
O -2.10 2.09 2.47 -0.06
H -2.86 1.58 2.77 0.05
H -1.31 1.69 2.85 0.03
O 1.65 -3.23 0.82 -0.06
H 1.65 -2.27 0.84 0.02
H 1.85 -3.55 -0.06 0.03
O 0.95 3.45 2.11 -0.05
H 0.01 3.27 2.02 0.01
H 1.44 2.84 1.55 0.03

Repeat the fifth record exactly.
19
Properties=species:S:1:pos:R:3:lowdin_charge:R:1 method="wB97M-V/def2-TZVPD" multiplicity=1 energy_ev=-12505.2840 homo_ev=-9.96 smiles="CC=O.O.O.O.O" relative_energy_kcal_mol=20.7 lumo_energy_ha=0.017 homo_lumo_gap_ev=10.4
C -0.36 -0.37 1.17 -0.04
C -0.21 -1.87 1.15 -0.28
O -0.52 -2.65 0.26 0.00
H 0.48 0.12 0.67 0.06
H -1.27 -0.02 0.70 0.06
H -0.46 -0.04 2.22 0.08
H 0.31 -2.43 1.93 0.11
O 3.24 0.72 1.85 -0.05
H 3.98 1.31 1.76 0.03
H 2.86 0.33 1.06 0.01
O -0.27 2.98 -2.92 -0.05
H 0.63 3.28 -2.79 0.03
H -0.57 2.44 -2.19 0.02
O -3.76 -0.08 0.07 -0.05
H -4.28 -0.60 -0.55 0.05
H -4.25 0.71 0.26 0.03
O 1.74 -1.09 -1.33 -0.05
H 1.04 -1.69 -1.04 0.00
H 1.69 -1.06 -2.28 0.04